Here is a cluster of 6 separate species, C36H86N2 in total at a distorted geometry from the Open Molecules 2025 dataset. Energies are from wB97M-V/def2-TZVPD.

XYZ file:
```
124
Properties=species:S:1:pos:R:3:mulliken_charge:R:1
C 5.151 -6.378 -3.815 -1.749
C 3.830 -6.019 -3.072 -0.402
N 4.114 -5.031 -2.037 0.165
C 2.940 -4.036 -1.886 -1.191
C 1.622 -4.723 -1.669 -0.131
C 4.492 -5.810 -0.651 -0.118
C 5.086 -4.825 0.250 -1.471
H 5.144 -6.855 -4.754 0.435
H 5.551 -7.136 -3.081 0.257
H 5.686 -5.629 -3.882 0.613
H 3.365 -6.887 -2.972 0.434
H 3.503 -5.389 -3.958 0.325
H 2.843 -3.203 -2.610 0.314
H 2.914 -3.354 -1.089 0.240
H 1.419 -5.310 -2.629 0.117
H 0.844 -3.923 -1.668 -0.296
H 1.503 -5.135 -0.760 0.625
H 5.182 -6.473 -0.980 0.495
H 3.530 -6.302 -0.134 0.135
H 5.546 -5.350 1.141 0.415
H 4.348 -4.370 0.825 0.192
H 5.953 -4.364 0.052 0.480
C 0.466 9.913 2.583 -1.356
C -0.462 8.898 1.941 -0.365
N -0.223 7.472 2.271 0.316
C -0.809 7.110 3.539 -0.367
C -2.353 6.813 3.386 -0.634
C -0.521 6.598 1.041 0.227
C 0.659 6.495 0.092 -1.084
H 0.584 9.672 3.619 0.290
H -0.060 10.874 2.507 0.369
H 1.457 9.873 2.267 0.362
H -0.549 8.969 0.834 0.484
H -1.609 9.164 2.169 0.171
H -0.544 7.771 4.429 0.389
H -0.228 6.135 3.901 -0.033
H -2.348 6.419 4.539 0.288
H -2.573 6.044 2.680 0.060
H -2.943 7.675 3.109 0.271
H -1.386 7.047 0.396 0.270
H -0.908 5.590 1.411 -0.504
H 1.431 5.890 0.674 0.170
H 1.037 7.380 -0.236 0.469
H 0.292 5.806 -0.776 0.243
C -3.181 -3.700 1.212 -0.571
C -3.191 -5.071 0.584 -0.663
C -2.253 -5.049 -0.801 -0.216
C -2.734 -6.112 -1.680 -0.810
C -1.843 -6.378 -2.942 -0.501
C -1.606 -5.203 -3.798 -1.431
H -2.249 -3.466 1.323 0.137
H -3.815 -3.805 2.276 0.256
H -3.314 -2.879 0.553 0.098
H -4.212 -5.294 0.304 0.322
H -2.851 -6.059 1.203 0.323
H -1.241 -5.131 -0.705 0.561
H -2.812 -4.326 -1.356 0.068
H -3.702 -5.866 -2.062 0.326
H -2.630 -7.153 -1.178 0.271
H -2.065 -7.306 -3.361 0.552
H -0.832 -6.678 -2.766 0.213
H -1.195 -4.366 -3.305 0.065
H -2.423 -4.766 -4.239 0.529
H -1.156 -5.681 -4.562 0.544
C -4.318 0.370 1.114 -1.651
C -3.149 1.255 1.666 0.479
C -3.231 2.764 1.409 -0.182
C -2.961 3.325 -0.002 -1.364
C -1.447 3.260 -0.561 2.190
C -1.246 3.251 -2.098 -1.755
H -4.514 0.412 0.030 0.280
H -5.137 0.848 1.418 0.684
H -4.126 -0.672 1.439 0.228
H -2.333 0.837 1.471 -0.700
H -3.049 1.156 2.756 0.434
H -2.654 3.320 2.230 0.162
H -4.263 2.925 1.553 0.372
H -3.196 4.272 0.047 0.614
H -3.490 2.787 -0.752 0.569
H -0.992 2.380 -0.095 -0.754
H -0.867 4.209 -0.100 -0.934
H -1.882 2.528 -2.546 0.452
H -0.216 3.224 -2.316 0.360
H -1.670 4.214 -2.424 0.467
C -2.571 -1.399 -2.158 -2.224
C -1.269 -1.250 -1.319 2.319
C -0.216 -0.652 -2.376 -1.478
C 1.039 -0.390 -1.612 1.979
C 2.106 0.468 -2.433 -0.083
C 3.451 0.663 -1.820 -1.349
H -2.953 -0.577 -2.895 0.163
H -3.226 -1.613 -1.334 0.462
H -2.371 -2.052 -2.791 0.810
H -0.984 -2.243 -0.806 -0.201
H -1.477 -0.661 -0.528 -1.132
H -0.486 0.289 -2.837 0.523
H -0.009 -1.311 -3.154 0.596
H 1.542 -1.304 -1.248 -1.088
H 0.890 0.170 -0.654 -0.563
H 1.582 1.551 -2.377 -0.205
H 2.199 0.031 -3.358 0.539
H 3.953 1.448 -2.120 0.523
H 4.070 -0.306 -1.883 0.198
H 3.367 0.736 -0.734 0.189
C 1.098 3.964 3.254 -1.303
C 1.733 2.612 2.763 -1.059
C 0.829 1.365 2.875 0.288
C 1.478 -0.027 2.577 -0.027
C 0.496 -1.001 2.320 0.836
C 1.100 -2.439 2.029 -0.908
H 0.221 4.073 2.824 0.078
H 1.734 4.830 3.306 0.552
H 0.881 3.882 4.245 0.654
H 2.604 2.533 3.492 0.284
H 2.071 2.674 1.874 0.713
H 0.015 1.541 2.088 -0.637
H 0.183 1.389 3.797 0.459
H 2.378 -0.404 3.100 0.508
H 1.844 0.171 1.526 -0.397
H -0.068 -0.793 1.549 -1.042
H -0.301 -1.070 3.055 0.512
H 0.467 -3.369 2.276 0.312
H 2.099 -2.567 2.607 0.400
H 1.575 -2.447 0.943 -0.148
```

* ΔE to the lowest compared entry with this formula, charge and spin: 17.6 kcal/mol
* frontier orbital gap: 8.9 eV
* SMILES: CCN(CC)CC.CCN(CC)CC.CCCCCC.CCCCCC.CCCCCC.CCCCCC
* maximum force: 9.92 eV Å⁻¹
* multiplicity: 1
* total energy: -41691.141 eV
* lowest unoccupied orbital energy: 0.82 eV